Formula: C10H11NO2
Source: OMol25
Level of theory: ωB97M-V with the def2-TZVPD basis set

Geometry (Å):
O: -2.499 -0.920 0.587
C: -2.357 0.994 -0.417
H: -0.612 -2.730 -0.720
C: 2.664 1.562 0.891
C: 1.111 -1.852 0.084
H: 3.724 1.595 0.961
H: -0.425 -0.227 -1.724
C: -3.540 0.924 0.183
H: -4.501 1.550 0.270
C: 2.201 0.469 0.055
H: -1.888 1.809 -0.882
C: 1.131 -0.358 0.584
H: 2.123 1.340 1.798
C: -3.604 -0.281 0.788
H: 0.734 -0.201 1.568
H: -4.407 -0.898 1.340
O: 1.874 -2.743 0.286
H: 3.438 0.687 -1.696
N: -0.093 -1.932 -0.497
H: 2.381 2.580 0.528
C: -1.747 -0.197 -0.176
H: 2.182 -0.636 -1.794
C: -0.576 -0.692 -0.828
C: 2.685 0.155 -1.190

Properties
HOMO-LUMO gap (spin up / spin down), eV: 6.959 / 6.947
ΔE to the lowest compared entry with this formula, charge and spin, eV: 5.704
LUMO level (spin up / spin down), eV: -0.478 / -0.350
Largest force on an atom, eV Å⁻¹: 7.2
HOMO level (spin up / spin down), eV: -7.4 / -7.3

Atom charges from the natural (NBO) analysis, given in e for atoms 1 to 8: -0.3802 -0.2987 0.3979 -0.6407 0.6725 0.2314 0.1917 -0.3142

Formula: C10H11NO2Se
Source: OMol25
Level of theory: ωB97M-V with the def2-TZVPD basis set

Geometry (Å):
O: 5.376 -0.997 -1.319
H: -0.544 -1.984 1.126
C: 0.117 -1.538 0.419
Se: 0.612 -2.770 -1.079
H: -2.117 0.675 1.332
H: -0.644 1.703 1.420
H: -1.877 -0.675 -1.814
H: 1.054 -1.379 0.988
H: 0.578 1.111 -2.913
C: 0.652 0.948 -1.905
C: 3.048 -1.490 -1.293
H: -2.676 -0.734 -0.210
H: -2.065 0.772 -0.921
C: -1.835 -0.320 -0.820
H: 3.843 0.396 -0.816
C: 2.248 -2.532 -1.708
C: 0.319 0.668 -0.687
H: 2.155 1.684 -0.340
C: 2.890 -0.111 -0.988
N: 4.456 -1.811 -1.295
H: -0.623 0.076 2.148
C: -1.021 0.615 1.350
C: 1.820 0.834 -0.898
C: -0.600 -0.155 0.041
O: 4.652 -3.006 -1.158

Properties
HOMO-LUMO gap (spin up / spin down), eV: 7.059 / 7.061
ΔE to the lowest compared entry with this formula, charge and spin, eV: 7.384
LUMO level (spin up / spin down), eV: -1.239 / -1.238
Largest force on an atom, eV Å⁻¹: 5.4
HOMO level (spin up / spin down), eV: -8.3 / -8.3

Atom charges from the natural (NBO) analysis, given in e for atoms 1 to 8: -0.4021 0.2298 -0.6080 0.5758 0.2201 0.2217 0.2309 0.2316

Formula: C10H11P
Source: OMol25
Level of theory: ωB97M-V with the def2-TZVPD basis set

Geometry (Å):
C: -0.052 0.213 0.311
C: -1.451 -1.986 -2.027
C: 0.678 -0.794 -0.760
H: -1.418 1.092 -1.203
H: 2.062 -0.427 2.850
H: 1.650 -1.344 -0.428
C: 1.470 1.845 1.372
H: 1.256 3.762 0.599
C: 1.235 -0.486 2.200
C: -0.759 1.327 -0.346
C: -0.062 -1.427 -1.798
H: -0.722 -0.467 0.658
H: -2.034 -1.786 -1.176
C: -0.312 2.574 -0.109
C: 0.922 2.796 0.590
H: -1.437 -3.068 -2.247
C: 0.913 0.557 1.379
H: 0.573 -1.364 2.318
H: 2.356 2.221 1.919
P: 0.946 -0.450 -2.673
H: -2.013 -1.517 -2.802
H: -0.621 3.457 -0.517

Properties
HOMO-LUMO gap, eV: 7.724
ΔE to the lowest compared entry with this formula, charge and spin, eV: 4.154
LUMO level, eV: 0.001
Largest force on an atom, eV Å⁻¹: 3.3
HOMO level, eV: -7.7
Structure (SMILES): C=C1C=CC=C[C@H]1[C@@H]1P=C1C

Atom charges from the natural (NBO) analysis, given in e for atoms 1 to 8: -0.3193 -0.6559 -0.3718 0.2165 0.1924 0.2392 -0.2039 0.2000

Formula: C10H12AlBrNP
Source: OMol25
Level of theory: ωB97M-V with the def2-TZVPD basis set

Geometry (Å):
H: 1.638 0.516 -2.036
N: 1.029 -0.614 1.919
H: -0.826 3.653 -0.209
H: -2.483 1.898 -1.364
P: 0.004 -3.610 0.474
H: -0.670 -4.228 1.592
H: 0.587 1.328 5.245
C: -0.328 0.068 3.778
H: 1.693 3.076 -0.956
H: 2.984 0.117 1.804
C: -0.617 0.762 -1.885
Br: -1.893 -0.138 4.787
C: 0.701 0.858 4.275
C: 2.052 0.180 2.373
H: -1.142 -3.315 -0.341
C: 1.877 0.950 3.523
H: 0.450 -4.795 -0.226
C: -0.155 -0.672 2.594
H: -0.943 -0.214 -2.239
H: 2.680 1.618 3.828
C: -1.409 1.823 -1.365
Al: 1.519 -1.726 0.471
H: -0.859 -1.374 2.159
C: -0.518 2.734 -0.720
C: 0.816 2.442 -1.132
C: 0.793 1.145 -1.744

Properties
HOMO-LUMO gap, eV: 4.009
ΔE to the lowest compared entry with this formula, charge and spin, eV: 1.178
LUMO level, eV: -1.425
Largest force on an atom, eV Å⁻¹: 3.4
HOMO level, eV: -5.4

Atom charges from the natural (NBO) analysis, given in e for atoms 1 to 8: 0.1973 -0.6860 0.1868 0.1932 -0.0726 0.0307 0.2488 -0.1329

Formula: C10H12Br2O
Source: OMol25
Level of theory: ωB97M-V with the def2-TZVPD basis set

Geometry (Å):
C: 0.656 -2.784 0.888
H: 0.911 -3.489 1.592
C: 0.360 -4.831 -0.545
H: 0.956 4.993 -0.370
H: 0.381 2.194 1.671
H: -0.854 -0.702 -1.931
H: -0.876 -2.983 -2.146
H: -0.594 1.453 -0.118
C: 0.016 5.324 -0.525
H: -0.173 5.333 -1.601
H: 1.041 -5.383 0.230
O: 0.608 1.259 1.557
Br: -2.397 3.749 -0.164
C: -0.066 0.760 0.405
H: -0.049 6.462 -0.177
C: 0.620 -1.468 1.103
C: -0.427 -1.194 -1.098
Br: -0.486 4.882 2.274
C: -0.689 4.419 0.413
H: 0.703 -5.036 -1.559
C: -0.296 -2.538 -1.295
C: 0.085 -0.610 0.042
H: 0.838 -1.136 2.111
H: -0.574 -5.300 -0.449
C: 0.307 -3.376 -0.309

Properties
HOMO-LUMO gap (spin up / spin down), eV: 8.989 / 5.260
ΔE to the lowest compared entry with this formula, charge and spin, eV: 2.895
LUMO level (spin up / spin down), eV: 0.236 / -1.106
Largest force on an atom, eV Å⁻¹: 4.0
HOMO level (spin up / spin down), eV: -8.8 / -6.4

Atom charges from the natural (NBO) analysis, given in e for atoms 1 to 8: -0.2114 0.1986 -0.6245 0.2354 0.4867 0.2112 0.2042 0.1568

Formula: C10H12BrCl3O
Source: OMol25
Level of theory: ωB97M-V with the def2-TZVPD basis set

Geometry (Å):
H: -2.354 -0.370 1.430
C: -1.299 0.210 -1.447
H: 1.919 -4.046 -0.850
H: 3.528 -4.081 -1.709
H: -2.038 2.330 0.218
Br: -0.575 2.175 2.290
Cl: -4.109 0.735 0.238
H: -2.974 1.014 2.252
O: 2.456 -1.530 1.776
C: 4.667 -2.684 0.136
H: -0.612 -0.143 -2.222
C: 0.376 -0.230 0.362
H: -2.068 0.876 -1.879
C: 3.331 -2.582 -0.164
C: -1.543 1.482 0.730
Cl: 0.430 2.164 -1.011
H: 2.404 -2.814 -2.061
Cl: 2.043 -0.273 -1.796
H: 5.313 -3.381 -0.393
C: 2.759 -3.444 -1.242
H: 5.147 -2.066 0.921
H: 0.095 -0.564 1.375
C: -0.532 0.838 -0.284
H: -1.850 -0.672 -1.102
C: -2.654 0.644 1.277
C: 1.548 -0.729 -0.185
C: 2.433 -1.660 0.520

Properties
HOMO-LUMO gap, eV: 9.057
LUMO level, eV: -0.578
Largest force on an atom, eV Å⁻¹: 4.7
HOMO level, eV: -9.6
Structure (SMILES): C=C(C)C(=O)/C(Cl)=C/[C@](C)(Cl)[C@H](Br)CCl

Atom charges from the natural (NBO) analysis, given in e for atoms 1 to 8: 0.2207 -0.6368 0.2199 0.2241 0.2551 0.0243 -0.0575 0.2475

Formula: C10H12BrN3
Source: OMol25
Level of theory: ωB97M-V with the def2-TZVPD basis set

Geometry (Å):
N: -1.008 -1.051 -2.190
N: -0.140 -1.496 -0.158
N: -0.605 0.724 1.668
H: -1.360 3.235 0.735
C: 0.505 -1.406 1.166
H: 0.351 -2.468 1.544
H: 0.244 3.287 -0.065
C: 1.912 -0.875 1.080
C: -0.151 1.750 -1.941
C: -0.421 0.844 -0.743
Br: -0.908 -0.956 3.740
C: -1.161 -2.378 -1.936
C: -0.256 2.814 0.719
H: -1.638 -3.020 -2.515
C: -0.323 -0.457 2.013
H: 0.119 3.117 1.646
H: -0.434 2.784 -1.854
C: -0.450 -0.563 -1.100
C: -0.376 1.388 0.488
H: 0.986 1.726 -2.010
C: -0.639 -2.697 -0.697
H: -0.575 -3.568 -0.243
H: 2.113 -0.503 2.209
H: 2.099 0.125 0.582
H: 2.642 -1.555 0.642
H: -0.524 1.199 -2.777

Properties
HOMO-LUMO gap, eV: 8.272
ΔE to the lowest compared entry with this formula, charge and spin, eV: 0.343
LUMO level, eV: 0.331
Largest force on an atom, eV Å⁻¹: 5.2
HOMO level, eV: -7.9
Structure (SMILES): CC1=C(C)c2nccn2[C@@H](C)C(Br)=N1

Atom charges from the natural (NBO) analysis, given in e for atoms 1 to 8: -0.4520 -0.3287 -0.4467 0.2225 -0.1284 0.2445 0.2146 -0.6295

Formula: C10H12BrNPZr
Source: OMol25
Level of theory: ωB97M-V with the def2-TZVPD basis set

Geometry (Å):
H: 4.640 2.028 -0.761
H: -2.572 -2.087 0.416
C: -1.323 1.260 -1.468
C: -2.270 0.367 -1.942
H: -1.004 2.155 -1.987
H: 0.971 -2.221 2.480
Br: 0.978 5.352 -0.058
C: 0.917 2.510 -0.096
C: 3.097 3.495 -0.444
N: 1.381 1.288 -0.487
H: -0.136 2.569 0.188
C: -1.497 -0.262 0.860
H: -1.372 -0.344 1.941
H: 2.674 -1.642 1.397
H: 3.734 4.366 -0.480
H: -3.399 -1.451 -1.770
H: 1.631 -0.246 2.553
Zr: -0.175 -0.356 -0.783
H: 3.083 0.072 -0.708
P: 1.322 -1.207 1.543
C: 3.585 2.197 -0.609
C: -2.283 -1.090 0.059
C: 2.722 1.111 -0.622
C: 1.740 3.630 -0.199
C: -2.715 -0.771 -1.250
H: -2.708 0.508 -2.936

Properties
Net charge: +1
HOMO-LUMO gap, eV: 6.978
LUMO level, eV: -4.028
Largest force on an atom, eV Å⁻¹: 3.1
HOMO level, eV: -11.0

Atom charges from the natural (NBO) analysis, given in e for atoms 1 to 8: 0.2482 0.2347 -0.5666 -0.3033 0.2222 0.0701 0.1431 0.0445

Here are the calculated energy numbers, same order: -592.71466, -2993.96028, -728.82329, -3600.61832, -5611.36045, -4418.02265, -3126.46613, -3405.04480 (a.u.).